w:
Molecular formula: C2H5ClO2P
Method: DFT, ωB97M-V/def2-TZVPD

The highest occupied orbital energy is -0.1050 Eh. As for the molar mass: 127.487 g/mol. The SMILES is CC=[P@@]([O-])(O)Cl. The orbital gap comes out at 6.75 eV.

Structure (ORCA input):
```
! RIJCOSX wB97M-V def2-TZVPD def2/J DEFGRID3
* xyz -1 1
C 0.2042 0.0880 1.0483
C -0.5129 0.1177 -0.2596
P -1.3479 -1.2678 -0.6152
O -1.8981 -2.0726 0.5268
O -2.6216 -1.0123 -1.7900
Cl -0.2653 -2.6056 -1.7825
H 0.0511 0.9164 1.7938
H 1.2836 0.0414 0.8852
H -0.0207 -0.9872 1.4817
H 0.0105 0.7006 -0.9794
H -3.1809 -1.5964 -1.3052
*
```

Mulliken population analysis, charges in e, atoms 1 to 5:
1. C -0.783
2. C -0.369
3. P 0.634
4. O -0.742
5. O -0.536

x:
Molecular formula: C2H5ClO2P
Method: DFT, ωB97M-V/def2-TZVPD

The highest occupied orbital energy is -0.1886 Eh. As for the molar mass: 127.487 g/mol. The orbital gap comes out at 8.67 eV.

Structure (ORCA input):
```
! RIJCOSX wB97M-V def2-TZVPD def2/J DEFGRID3
* xyz -1 1
C -2.8524 0.8181 1.0114
C -1.6801 0.3410 1.2116
O 3.4392 -1.8515 -0.6533
O 1.5027 -1.2792 -2.2287
P 2.6973 -0.8493 -1.4505
Cl 2.0930 0.7560 -0.3177
H -3.2712 1.2888 1.8472
H 3.7968 -0.3214 -2.1471
H -3.4375 0.9560 0.0770
H -0.9968 -0.0614 0.4933
H -1.2911 0.2030 2.1568
*
```

Mulliken population analysis, charges in e, atoms 1 to 5:
1. C -0.406
2. C -0.508
3. O -0.667
4. O -0.642
5. P 0.674

x has the most favorable energy; the next structure is 0.0220 hartree above.

w:
Molecular formula: C2H3BrN2O
Method: DFT, ωB97M-V/def2-TZVPD

The highest occupied orbital energy is -0.3587 Eh. As for the molar mass: 150.963 g/mol. The SMILES is [H]/N=N/[C@H](Br)C=O. The orbital gap comes out at 9.23 eV.

Structure (ORCA input):
```
! RIJCOSX wB97M-V def2-TZVPD def2/J DEFGRID3
* xyz 0 1
H 2.1969 -1.6182 -0.1834
N 1.4785 -0.9507 -0.5748
N 0.8752 -0.4162 0.3648
C 0.0425 0.6792 -0.0287
Br 0.1034 2.0744 1.3036
C -1.3864 -0.0517 0.0900
O -1.9312 -0.3128 -0.9772
H 0.2666 0.8826 -1.1246
H -1.6455 -0.2866 1.1303
*
```

Mulliken population analysis, charges in e, atoms 1 to 5:
1. H 0.257
2. N -0.526
3. N -0.006
4. C 0.065
5. Br -0.121

x:
Molecular formula: C2H3BrN2O
Method: DFT, ωB97M-V/def2-TZVPD

The highest occupied orbital energy is -0.3479 Eh. As for the molar mass: 150.963 g/mol. The SMILES is [H]/N=N/[C@H](Br)C=O. The orbital gap comes out at 9.78 eV.

Structure (ORCA input):
```
! RIJCOSX wB97M-V def2-TZVPD def2/J DEFGRID3
* xyz 0 1
H -2.4318 0.7079 1.0297
N -1.5712 0.3681 0.4321
N -0.7289 -0.2197 1.0954
C 0.4383 -0.5993 0.2059
Br 1.7171 -1.7035 1.2219
C 1.1410 0.6884 -0.2186
O 0.5807 1.7058 -0.2943
H 0.1661 -0.9419 -0.8344
H 2.3416 0.6059 -0.4158
*
```

Mulliken population analysis, charges in e, atoms 1 to 5:
1. H 0.241
2. N -0.409
3. N -0.046
4. C 0.189
5. Br -0.140

w has the most favorable energy; the next structure is 0.0054 hartree above.